[1]
{"formula": "C3H5NO2", "method": "ωB97M-V/def2-TZVPD", "species": ["H", "N", "C", "O", "C", "C", "O", "H", "H", "H", "H"], "positions_angstrom": [[0.338, -1.515, 2.554], [-0.005, -0.674, 2.106], [0.216, -0.759, 0.855], [-0.944, -0.439, 0.195], [-0.845, 0.758, -0.970], [0.612, 0.739, -0.976], [1.203, 0.729, 0.099], [0.931, -1.447, 0.367], [-1.352, 1.491, -0.359], [-1.306, 0.638, -1.976], [1.152, 0.479, -1.895]], "atomic_forces_ev_per_a": [[1.03, 0.31, 0.53], [-0.16, -0.80, -0.07], [-1.99, -1.79, 1.29], [-0.44, 1.57, -3.06], [-0.39, -1.58, 1.59], [1.07, 0.21, 0.55], [0.95, 1.59, -1.49], [-0.43, 0.34, 0.13], [0.23, 0.52, -0.28], [0.10, -0.68, 1.03], [0.02, 0.31, -0.21]], "nbo_charge": [0.34, -0.64, 0.40, -0.51, -0.21, 0.38, -0.49, 0.15, 0.24, 0.21, 0.14], "charge": 0, "lumo_energy_ev": [-0.65, -0.65], "homo_ev": [-9.4, -9.4], "smiles": "[H]/N=C/OCC=O", "e_tot_ha": -322.3989, "e_above_lowest_ev": 4.7738, "gap_ev": [8.7, 8.7]}

[2]
{"formula": "C3H5NO2", "method": "ωB97M-V/def2-TZVPD", "species": ["O", "C", "C", "N", "C", "O", "H", "H", "H", "H", "H"], "positions_angstrom": [[-0.533, -2.070, 0.848], [0.125, -0.966, 0.484], [0.763, 0.648, -1.175], [0.141, 1.208, -0.108], [-0.612, 0.262, 0.573], [-1.741, 0.368, 1.056], [-1.461, -1.784, 0.981], [1.200, -1.038, 0.562], [1.713, 1.082, -1.489], [0.188, 0.118, -1.920], [0.216, 2.172, 0.188]], "atomic_forces_ev_per_a": [[-0.13, 0.10, -0.14], [-0.02, -0.10, 0.30], [0.16, 0.19, -0.23], [-0.14, 0.07, 0.16], [-0.01, -0.02, -0.08], [0.31, 0.04, -0.11], [0.14, -0.12, -0.05], [-0.09, 0.14, 0.00], [-0.13, -0.22, 0.10], [-0.07, 0.03, 0.12], [-0.01, -0.10, -0.07]], "nbo_charge": [-0.65, 0.09, -0.20, -0.57, 0.49, -0.66, 0.50, 0.20, 0.18, 0.19, 0.41], "charge": 0, "lumo_energy_ev": [0.12, -0.11], "homo_ev": [-7.9, -7.8], "e_tot_ha": -322.4549, "e_above_lowest_ev": 3.2490, "gap_ev": [8.1, 7.7]}